No. 1
The following is a quantum chemistry calculation of a molecular structure, C53H53BIMoN5OPSTe in a non-equilibrium geometry, from the Open Molecules 2025 dataset.

Last column: Mulliken charge in e.
Cartesian coordinates (Å):
1 Mo 0.10 -1.75 -0.38  -1.354
2 I 3.84 1.60 -0.98  0.399
3 C 5.16 0.96 -2.46  0.258
4 C 6.25 1.76 -2.63  -0.688
5 C 7.24 1.46 -3.59  -0.771
6 C 7.10 0.34 -4.35  -0.836
7 C 5.96 -0.50 -4.21  0.824
8 C 5.88 -1.62 -5.07  -0.859
9 C 4.80 -2.44 -5.02  -1.439
10 C 3.77 -2.17 -4.10  0.196
11 C 3.79 -1.11 -3.23  0.719
12 P 2.36 -1.03 -2.01  0.877
13 C 1.07 -2.10 -2.87  1.110
14 C 0.98 -3.48 -3.09  -0.453
15 C 0.07 -3.99 -3.98  -1.219
16 C -0.76 -3.14 -4.71  -0.796
17 C -0.65 -1.77 -4.55  -0.775
18 C 0.25 -1.25 -3.63  -1.327
19 C 3.08 -1.91 -0.57  1.738
20 C 2.33 -1.81 0.61  1.117
21 C 2.73 -2.37 1.81  -0.075
22 C 3.95 -3.04 1.83  -0.900
23 C 4.73 -3.12 0.68  -0.819
24 C 4.29 -2.58 -0.53  -0.820
25 C 4.93 -0.21 -3.26  -0.093
26 H 6.37 2.64 -2.01  0.420
27 H 8.10 2.10 -3.70  0.409
28 H 7.85 0.07 -5.08  0.395
29 H 6.68 -1.80 -5.77  0.404
30 H 4.72 -3.30 -5.68  0.478
31 H 2.93 -2.85 -4.11  0.462
32 H 1.64 -4.16 -2.58  0.884
33 H 0.01 -5.06 -4.14  0.494
34 H -1.48 -3.55 -5.41  0.442
35 H -1.27 -1.10 -5.14  0.483
36 H 0.37 -0.18 -3.53  0.499
37 H 1.53 -1.04 0.65  -0.972
38 H 2.12 -2.30 2.69  0.630
39 H 4.30 -3.48 2.76  0.441
40 H 5.69 -3.62 0.72  0.458
41 H 4.90 -2.66 -1.42  0.479
42 B -2.31 -4.17 -0.19  0.024
43 N -2.61 -2.96 -1.15  -0.169
44 C -3.73 -2.70 -1.80  -0.582
45 C -3.66 -1.42 -2.36  -1.535
46 C -2.40 -0.97 -2.00  -1.110
47 N -1.77 -1.90 -1.26  1.274
48 N -0.82 -4.63 -0.41  -0.311
49 C -0.44 -5.90 -0.42  -0.414
50 C 0.94 -5.97 -0.31  -1.297
51 C 1.35 -4.66 -0.23  -0.820
52 N 0.29 -3.83 -0.30  1.934
53 H -2.45 -3.80 0.94  -0.076
54 H -3.04 -5.08 -0.49  -0.131
55 H -4.53 -3.42 -1.82  0.578
56 H -4.40 -0.93 -2.97  0.573
57 H -1.92 -0.04 -2.24  0.959
58 H -1.18 -6.69 -0.50  0.544
59 H 1.56 -6.86 -0.27  0.494
60 H 2.36 -4.28 -0.14  0.584
61 C 1.64 4.46 0.07  -1.167
62 S 1.05 2.77 0.28  -0.084
63 C 0.24 2.56 -1.31  -0.254
64 H 2.20 4.74 0.96  0.403
65 H 0.79 5.13 -0.05  0.239
66 H 2.29 4.52 -0.80  0.437
67 H -0.63 3.21 -1.38  0.353
68 H -0.06 1.51 -1.39  -0.649
69 H 0.95 2.78 -2.12  0.639
70 C -3.20 7.14 -1.07  -1.582
71 C -2.87 5.84 -0.39  0.352
72 C -2.22 5.81 0.83  -0.727
73 C -1.92 4.64 1.51  1.096
74 C -1.20 4.76 2.83  -1.753
75 C -2.30 3.43 0.90  0.839
76 Te -2.54 1.59 1.90  1.021
77 N -1.32 0.13 1.14  -0.467
78 C -1.44 -1.00 1.82  1.394
79 O -0.70 -2.01 1.47  -0.348
80 C -2.41 -1.30 2.92  -0.441
81 C -1.96 -1.52 4.22  -0.457
82 C -2.87 -1.79 5.23  -0.830
83 C -4.23 -1.87 4.94  -0.645
84 C -4.68 -1.69 3.63  -0.919
85 C -3.77 -1.40 2.62  0.503
86 C -1.52 1.78 3.73  1.284
87 C -0.18 1.39 3.78  -0.803
88 C 0.47 1.41 5.00  -0.807
89 C -0.22 1.81 6.14  -0.923
90 C -1.55 2.19 6.06  -0.839
91 C -2.24 2.18 4.85  0.511
92 C -3.69 2.60 4.80  -1.639
93 C -2.95 3.42 -0.35  0.289
94 C -3.38 2.14 -1.03  -1.855
95 C -3.20 4.63 -0.98  -0.541
96 H -3.01 8.00 -0.42  0.380
97 H -4.25 7.16 -1.36  0.384
98 H -2.61 7.27 -1.98  0.340
99 H -1.93 6.75 1.30  0.401
100 H -0.71 5.73 2.89  0.525
101 H -0.44 3.99 2.95  0.302
102 H -1.88 4.70 3.68  0.341
103 H -0.90 -1.48 4.44  0.452
104 H -2.53 -1.95 6.24  0.483
105 H -4.94 -2.07 5.72  0.453
106 H -5.73 -1.78 3.40  0.477
107 H -4.10 -1.30 1.60  0.477
108 H 0.34 1.09 2.88  0.621
109 H 1.52 1.13 5.06  0.505
110 H 0.29 1.83 7.10  0.432
111 H -2.07 2.50 6.96  0.498
112 H -3.95 3.22 5.65  0.531
113 H -4.34 1.72 4.82  0.248
114 H -3.92 3.18 3.90  0.334
115 H -2.65 1.35 -0.90  -0.206
116 H -3.51 2.30 -2.10  0.522
117 H -4.34 1.79 -0.65  0.476
118 H -3.69 4.63 -1.95  0.452

⟨S²⟩: 3.770
Lowest unoccupied orbital energy (spin up / spin down) (eV): -5.35 / -5.77
Highest occupied orbital energy (spin up / spin down) (eV): -12.0 / -12.0
Spin multiplicity: 4
Total charge: +2

No. 2
The following is a quantum chemistry calculation of a molecular structure, C53H54BClN12O2PRbSSe, from the Open Molecules 2025 dataset.

Last column: Mulliken charge in e.
Cartesian coordinates (Å):
1 Rb -0.61 0.09 -0.37  0.654
2 O 0.53 -0.94 -2.86  1.404
3 C 1.77 -1.09 -3.16  -0.776
4 C 2.17 -1.94 -4.24  -0.489
5 C 3.50 -2.20 -4.49  -0.556
6 C 4.51 -1.63 -3.71  -0.874
7 C 4.15 -0.76 -2.70  -0.369
8 C 2.82 -0.47 -2.42  0.100
9 C 2.47 0.56 -1.42  0.759
10 N 3.29 0.95 -0.53  -0.623
11 C 2.93 2.11 0.29  -1.236
12 C 1.79 1.94 1.27  1.229
13 N 2.11 0.96 2.31  -0.376
14 C 1.37 0.88 3.33  -1.104
15 C 0.19 1.74 3.67  0.827
16 C 0.37 2.82 4.52  -0.321
17 C -0.65 3.72 4.81  -1.070
18 C -1.88 3.52 4.17  0.096
19 C -2.08 2.45 3.33  -0.530
20 C -1.08 1.47 3.07  0.185
21 O -1.31 0.43 2.36  0.176
22 H 1.39 -2.40 -4.83  0.411
23 H 3.76 -2.88 -5.30  0.396
24 H 5.56 -1.85 -3.91  0.351
25 H 4.90 -0.27 -2.09  0.465
26 H 1.49 1.03 -1.57  -0.063
27 H 2.69 2.96 -0.36  0.371
28 H 3.82 2.39 0.86  0.415
29 H 0.91 1.62 0.73  -1.270
30 H 1.52 2.91 1.70  0.455
31 H 1.64 0.10 4.05  0.409
32 H 1.36 2.97 4.96  0.433
33 H -0.49 4.57 5.46  0.216
34 H -2.69 4.23 4.32  0.244
35 H -3.04 2.30 2.83  -0.026
36 C -4.93 1.21 0.94  -1.580
37 C -3.96 0.37 0.36  -0.305
38 N -3.22 1.01 -0.53  0.490
39 N -3.68 2.28 -0.54  -0.057
40 C -4.70 2.42 0.32  -0.392
41 B -2.99 3.43 -1.36  0.027
42 N -1.88 4.15 -0.52  1.183
43 C -2.06 4.68 0.70  -0.448
44 C -0.91 5.34 1.07  -0.399
45 C -0.06 5.15 -0.03  -0.700
46 N -0.65 4.44 -0.99  -0.857
47 N -2.40 2.93 -2.67  -0.467
48 C -2.80 3.31 -3.90  -0.438
49 C -1.91 2.80 -4.82  -1.209
50 C -0.98 2.10 -4.02  -0.646
51 N -1.27 2.19 -2.74  0.792
52 H -5.67 0.97 1.68  0.472
53 H -3.77 -0.68 0.57  0.663
54 H -5.20 3.37 0.41  0.468
55 H -3.88 4.23 -1.59  -0.213
56 H -2.99 4.54 1.23  0.385
57 H -0.70 5.82 2.01  0.402
58 H 0.95 5.49 -0.18  0.463
59 H -3.67 3.92 -4.03  0.454
60 H -1.93 2.91 -5.89  0.476
61 H -0.10 1.54 -4.32  0.537
62 Cl 0.96 -3.56 -0.67  -0.019
63 C 0.60 -4.21 -2.25  0.226
64 C 1.50 -5.14 -2.75  -0.669
65 C 1.27 -5.71 -4.00  -0.572
66 C 0.14 -5.35 -4.72  -0.756
67 C -0.74 -4.41 -4.20  -0.227
68 C -0.53 -3.82 -2.95  -0.497
69 P -1.66 -2.52 -2.27  1.969
70 C -2.93 -3.61 -1.47  0.211
71 C -4.10 -2.99 -1.03  -0.703
72 C -5.04 -3.68 -0.29  -0.757
73 C -4.82 -5.02 0.04  -0.567
74 C -3.66 -5.64 -0.38  -0.669
75 C -2.72 -4.94 -1.14  -0.727
76 C -2.59 -2.06 -3.81  -0.372
77 C -2.08 -0.99 -4.54  -0.063
78 C -2.72 -0.57 -5.70  -0.376
79 C -3.87 -1.22 -6.14  -0.658
80 C -4.38 -2.29 -5.42  -0.730
81 C -3.74 -2.70 -4.26  -0.036
82 H 2.38 -5.39 -2.18  0.481
83 H 1.98 -6.42 -4.40  0.299
84 H -0.05 -5.78 -5.69  0.349
85 H -1.61 -4.12 -4.78  0.342
86 H -4.28 -1.95 -1.26  0.847
87 H -5.94 -3.17 0.05  0.406
88 H -5.55 -5.56 0.64  0.333
89 H -3.47 -6.67 -0.12  0.372
90 H -1.82 -5.45 -1.46  0.324
91 H -1.19 -0.50 -4.19  -0.021
92 H -2.32 0.27 -6.24  0.402
93 H -4.37 -0.88 -7.05  0.348
94 H -5.28 -2.79 -5.75  0.408
95 H -4.15 -3.54 -3.70  0.369
96 S 2.33 -2.31 2.08  0.074
97 C 2.88 -2.87 3.52  -0.258
98 N 4.24 -2.95 3.77  -0.006
99 C 4.81 -3.39 4.92  -0.195
100 C 4.04 -3.78 5.96  -0.749
101 C 2.62 -3.70 5.80  0.124
102 C 2.07 -3.27 4.64  -0.322
103 H 4.82 -2.64 3.00  0.219
104 H 5.89 -3.39 4.94  0.398
105 H 4.49 -4.13 6.88  0.351
106 H 1.96 -3.97 6.62  0.446
107 H 1.00 -3.18 4.53  -0.042
108 N -1.74 -2.57 1.94  -0.372
109 H -1.27 -3.19 2.59  0.226
110 H -1.69 -1.65 2.39  0.032
111 H -1.11 -2.45 1.16  -0.131
112 C 0.12 -0.70 7.20  -0.744
113 N -1.16 -0.45 6.56  0.407
114 C -1.75 0.80 6.49  -0.793
115 C -2.85 0.66 5.73  -0.578
116 N -2.91 -0.67 5.35  0.409
117 C -3.84 -1.16 4.35  -1.058
118 C -1.88 -1.36 5.88  -0.085
119 Se -1.61 -3.20 5.84  -0.365
120 H -0.01 -0.92 8.27  0.273
121 H 0.74 0.19 7.08  0.350
122 H 0.59 -1.55 6.72  0.058
123 H -1.30 1.68 6.92  0.514
124 H -3.57 1.37 5.39  0.596
125 H -4.85 -0.82 4.59  0.307
126 H -3.80 -2.25 4.36  0.286
127 H -3.56 -0.81 3.35  0.343

Lowest unoccupied orbital energy (eV): 3.59
Highest occupied orbital energy (eV): -2.1
Total charge: -2

No. 3
The following is a quantum chemistry calculation of a molecular structure, C53H56As2GeNO3ReS in a non-equilibrium geometry, from the Open Molecules 2025 dataset.

Last column: Mulliken charge in e.
Cartesian coordinates (Å):
1 Re 0.24 0.68 0.75  1.194
2 C 0.93 3.11 3.24  -1.321
3 C 1.19 1.80 3.87  -1.059
4 As 2.05 0.66 2.55  0.618
5 C 2.34 -1.08 3.28  0.484
6 C 1.58 -1.53 4.33  -0.201
7 C 1.75 -2.76 4.95  -0.983
8 C 2.80 -3.54 4.45  -0.705
9 C 3.58 -3.09 3.38  -0.785
10 C 3.36 -1.88 2.82  -0.345
11 C 3.71 1.58 2.42  0.772
12 C 4.71 1.30 3.36  -0.775
13 C 5.90 2.03 3.35  -0.647
14 C 6.09 3.04 2.44  -0.708
15 C 5.10 3.33 1.54  -0.729
16 C 3.93 2.60 1.45  0.144
17 As 0.05 3.14 1.52  0.751
18 C 0.69 4.71 0.68  0.729
19 C 1.05 4.86 -0.65  0.015
20 C 1.35 6.13 -1.07  -0.837
21 C 1.46 7.21 -0.18  -0.643
22 C 1.31 6.98 1.17  -0.798
23 C 0.86 5.73 1.61  -0.625
24 C -1.87 3.27 1.54  0.326
25 C -2.56 2.94 2.70  -0.874
26 C -3.96 3.07 2.62  -0.665
27 C -4.60 3.65 1.53  -0.805
28 C -3.85 3.93 0.38  -0.587
29 C -2.51 3.66 0.38  -0.588
30 H 1.88 3.67 2.99  0.548
31 H 0.39 3.84 3.82  0.917
32 H 0.30 1.28 4.19  0.384
33 H 1.77 1.87 4.78  0.728
34 H 0.90 -0.81 4.83  0.364
35 H 1.05 -3.06 5.72  0.516
36 H 2.97 -4.52 4.83  0.474
37 H 4.36 -3.72 2.97  0.579
38 H 3.98 -1.54 1.96  0.448
39 H 4.49 0.56 4.11  0.534
40 H 6.68 1.83 4.09  0.426
41 H 7.04 3.50 2.42  0.487
42 H 5.36 4.10 0.81  0.436
43 H 3.16 2.93 0.72  -0.022
44 H 1.06 4.05 -1.38  0.479
45 H 1.60 6.34 -2.09  0.469
46 H 1.65 8.22 -0.51  0.474
47 H 1.41 7.83 1.86  0.428
48 H 0.55 5.70 2.66  0.318
49 H -2.15 2.57 3.57  0.870
50 H -4.45 2.83 3.57  0.498
51 H -5.67 3.74 1.51  0.459
52 H -4.32 4.44 -0.49  0.482
53 H -1.86 3.85 -0.49  0.471
54 O 2.69 0.77 -1.15  -0.381
55 C 1.75 0.92 -0.52  1.079
56 C -2.78 -0.57 3.99  -1.078
57 S -2.61 -0.65 2.25  0.775
58 C -2.69 -2.39 2.01  -1.075
59 O -1.07 -0.38 2.04  -1.267
60 H -3.76 -0.96 4.28  0.537
61 H -2.70 0.49 4.24  0.256
62 H -1.94 -1.14 4.43  0.335
63 H -3.72 -2.69 2.14  0.515
64 H -2.04 -2.84 2.74  0.416
65 H -2.37 -2.57 0.99  0.220
66 O -1.10 0.30 -0.63  -0.316
67 C -1.73 0.40 -1.74  0.095
68 C -2.95 -0.42 -2.00  -0.296
69 C -4.21 0.43 -1.78  -0.635
70 C -4.64 1.50 -2.82  -0.877
71 C -3.55 2.50 -3.28  -0.355
72 C -2.30 1.74 -3.76  -0.880
73 N -1.46 1.31 -2.62  0.326
74 H -2.99 -1.22 -1.24  0.360
75 H -2.91 -0.82 -3.05  0.270
76 H -4.21 0.89 -0.80  0.150
77 H -5.03 -0.32 -1.71  0.522
78 H -5.45 2.08 -2.34  0.420
79 H -5.05 0.97 -3.68  0.317
80 H -3.35 3.20 -2.44  0.020
81 H -3.97 3.06 -4.13  0.415
82 H -1.70 2.40 -4.34  0.591
83 H -2.57 0.91 -4.39  0.254
84 H -0.62 1.86 -2.47  0.179
85 C 0.15 -0.68 -5.86  -0.500
86 C 0.84 -0.45 -4.72  -0.884
87 C 0.82 -1.44 -3.75  -0.405
88 C 0.20 -2.68 -3.95  0.419
89 C -0.46 -2.90 -5.17  -0.416
90 C -0.42 -1.91 -6.13  -0.764
91 Ge 0.29 -4.02 -2.59  0.088
92 C 1.94 -4.12 -1.71  1.181
93 C 2.18 -4.59 -0.41  -0.374
94 C 3.49 -4.68 0.01  -0.592
95 C 4.55 -4.32 -0.85  -0.811
96 C 4.24 -3.85 -2.08  -0.868
97 C 2.95 -3.79 -2.56  -0.614
98 C -1.27 -5.03 -2.24  0.742
99 C -2.53 -4.56 -2.64  0.004
100 C -3.64 -5.38 -2.46  -0.604
101 C -3.54 -6.67 -1.93  -0.633
102 C -2.29 -7.15 -1.61  -0.653
103 C -1.16 -6.35 -1.71  -0.586
104 H 0.16 0.11 -6.61  0.506
105 H 1.39 0.46 -4.49  0.586
106 H 1.38 -1.30 -2.86  0.754
107 H -0.77 -3.91 -5.45  0.517
108 H -0.82 -2.13 -7.15  0.416
109 H 1.32 -4.90 0.18  0.471
110 H 3.68 -5.20 0.93  0.626
111 H 5.62 -4.47 -0.57  0.436
112 H 5.12 -3.62 -2.69  0.453
113 H 2.82 -3.55 -3.61  0.532
114 H -2.63 -3.55 -3.15  0.182
115 H -4.64 -5.03 -2.69  0.444
116 H -4.41 -7.29 -1.87  0.461
117 H -2.17 -8.14 -1.25  0.461
118 H -0.22 -6.77 -1.40  0.408

⟨S²⟩: 2.027
Lowest unoccupied orbital energy (spin up / spin down) (eV): -11.01 / -11.94
Highest occupied orbital energy (spin up / spin down) (eV): -17.9 / -17.9
Spin multiplicity: 3
Total charge: +4

Asked for molar mass across the records above, the calculation gives 1200.34 1164.83 1195.76 g mol⁻¹ in order.
Asked for energy relative to the best compared isomer or geometry (same formula, charge and spin) across the records above, the calculation gives 25.57 0.00 14.43 kcal/mol in order.